C21H19AsCl3N2SSn | the ωB97M-V functional and the def2-TZVPD basis

Atoms and positions in Å:
Sn: 0.447 0.173 -0.151
C: 4.843 0.542 -0.286
C: 5.207 -0.792 -0.241
C: 4.246 -1.795 -0.201
C: 2.897 -1.461 -0.212
C: 2.524 -0.104 -0.257
C: 3.496 0.893 -0.301
C: 1.826 -2.488 -0.118
C: 2.068 -3.869 -0.258
C: 1.019 -4.740 -0.192
C: -0.287 -4.277 0.076
C: -1.389 -5.148 0.226
C: -2.614 -4.654 0.574
C: -2.778 -3.274 0.805
C: -1.734 -2.401 0.647
C: -0.475 -2.889 0.249
N: 0.584 -2.033 0.089
H: 5.604 1.309 -0.316
H: 6.254 -1.062 -0.232
H: 4.569 -2.824 -0.142
H: 3.215 1.952 -0.348
H: 3.067 -4.227 -0.447
H: 1.184 -5.801 -0.327
H: -1.239 -6.209 0.082
H: -3.456 -5.320 0.701
H: -3.740 -2.904 1.131
H: -1.863 -1.346 0.879
Cl: -5.824 2.654 -1.555
C: -5.215 2.727 0.112
Cl: -6.282 1.869 1.228
Cl: -4.968 4.408 0.620
C: -3.903 2.073 0.129
N: -2.868 1.579 0.149
S: -2.414 -0.741 -2.681
C: -1.242 -0.453 -1.790
C: 1.614 4.244 0.191
As: 0.079 3.057 0.095
C: -0.928 3.779 -1.396
C: -0.847 3.509 1.731
H: 1.228 5.260 0.292
H: 2.215 4.178 -0.712
H: 2.218 4.002 1.063
H: -1.430 4.691 -1.071
H: -1.665 3.064 -1.747
H: -0.227 4.019 -2.195
H: -1.247 4.516 1.621
H: -0.117 3.500 2.540
H: -1.648 2.810 1.945

Forces on atoms 1 to 6 (eV/Å):
Sn -0.8 0.1 0.9
C -0.1 0.1 0.0
C 0.0 -0.1 0.0
C 0.0 0.1 0.0
C -0.2 0.2 0.1
C 0.5 -0.1 -0.7

highest occupied orbital energy (alpha / beta)	-13.460 / -14.376	eV
<S²>	0.757
net charge	+2
frontier orbital gap (alpha / beta)	6.211 / 6.595	eV
energy relative to the best compared isomer or geometry (same formula, charge and spin)	0.588	eV
LUMO energy (alpha / beta)	-7.25 / -7.78	eV
spin multiplicity	2



C21H19BF8N12PV | the ωB97M-V functional and the def2-TZVPD basis

Atoms and positions in Å:
V: 0.038 -0.135 0.051
C: 0.872 -4.145 -1.169
C: 0.217 -2.929 -1.352
N: 0.676 -2.036 -0.472
N: 1.614 -2.650 0.275
C: 1.746 -3.923 -0.121
B: 2.529 -1.766 1.144
N: 1.656 -1.125 2.237
C: 1.826 -1.095 3.559
C: 0.790 -0.362 4.124
C: 0.012 0.035 3.049
N: 0.539 -0.440 1.908
N: 2.951 -0.653 0.162
C: 4.129 -0.474 -0.454
C: 3.937 0.377 -1.526
C: 2.576 0.669 -1.511
N: 1.995 0.038 -0.490
H: 0.725 -5.051 -1.729
H: -0.516 -2.670 -2.097
H: 2.468 -4.578 0.336
H: 3.457 -2.346 1.606
H: 2.663 -1.589 4.023
H: 0.635 -0.136 5.164
H: -0.873 0.645 3.053
H: 5.028 -0.956 -0.106
H: 4.679 0.717 -2.226
H: 2.018 1.316 -2.167
F: 3.634 4.144 0.825
C: 2.417 3.711 0.495
C: 2.075 2.400 0.804
C: 0.821 1.977 0.449
C: -0.140 2.824 -0.099
C: 0.287 4.107 -0.458
F: -0.562 4.955 -1.051
C: 1.558 4.560 -0.175
C: -1.524 2.387 0.033
C: -2.650 3.161 -0.233
C: -3.877 2.752 0.252
C: -3.952 1.594 1.015
C: -2.808 0.841 1.170
N: -1.624 1.191 0.656
H: 2.821 1.760 1.259
H: 1.854 5.564 -0.445
H: -2.557 4.078 -0.790
H: -4.761 3.348 0.068
H: -4.876 1.270 1.472
H: -2.845 -0.077 1.742
N: -3.391 -4.106 0.990
N: -2.938 -2.947 0.453
N: -3.552 -2.367 -0.554
C: -2.752 -1.346 -0.808
N: -1.707 -1.348 0.030
N: -1.837 -2.386 0.835
H: -4.360 -4.260 0.761
H: -3.136 -4.220 1.958
H: -2.935 -0.630 -1.590
F: -0.609 0.429 -1.791
P: -0.725 0.335 -3.575
F: -2.054 1.205 -3.389
F: -1.603 -1.005 -3.349
F: 0.164 1.663 -3.581
F: 0.603 -0.568 -3.521
F: -0.844 0.268 -5.128

Forces on atoms 1 to 6 (eV/Å):
V -0.2 1.9 -0.3
C -0.1 0.0 0.0
C 0.2 -0.3 -0.1
N 0.0 -0.6 -0.1
N 0.2 -0.3 0.1
C 0.0 0.1 -0.2

highest occupied orbital energy (alpha / beta)	-11.525 / -11.539	eV
<S²>	0.878
net charge	+1
frontier orbital gap (alpha / beta)	6.748 / 7.427	eV
energy relative to the best compared isomer or geometry (same formula, charge and spin)	0.000	eV
LUMO energy (alpha / beta)	-4.78 / -4.11	eV
spin multiplicity	2



> Look up the <S²> of the first one.

0.757